(1)
A structure of composition C57H57IrN3OP2S2 at a distorted geometry. Source: the OMol25 dataset; level of theory: wB97M-V/def2-TZVPD.

Results
**Max |F|**: 0.028 hartree/bohr
**Spin multiplicity**: 2
**Net charge**: -2
**DFT total energy**: -109639.3714 eV
**LUMO (spin up / spin down)**: 4.07 / 4.07 eV
**HOMO-LUMO gap (spin up / spin down)**: 0.20064 / 0.20134 Ha

The geometry in XYZ format:
```
123
Properties=species:S:1:pos:R:3:forces:R:3:mulliken_charge:R:1
Ir -0.31028 -0.87933 0.20513 -1.15 -0.50 -0.69 1.39
S 0.16008 -1.16340 2.59333 0.19 -0.20 0.00 -1.23
P 0.28175 0.84319 2.39578 -0.25 -0.04 -0.68 0.67
C 0.60638 1.09490 0.71885 -0.13 0.05 1.04 -1.16
P 2.29750 1.14669 0.29257 -0.33 -0.28 -0.79 3.24
S 3.08625 -0.57872 -0.28201 0.14 0.35 0.10 -0.51
C 3.39212 1.96904 1.50791 -0.13 0.27 0.02 -0.25
C 4.36615 1.23554 2.16847 0.08 -0.03 0.11 -0.61
C 5.26961 1.87046 3.01383 -0.03 -0.06 0.01 -0.58
C 5.20982 3.24409 3.19726 -0.02 -0.01 -0.01 -0.62
C 4.23028 3.98361 2.54829 -0.09 0.01 -0.07 -0.87
C 3.32188 3.34645 1.71422 0.10 -0.03 0.05 -0.20
C 2.47673 2.32098 -1.13292 0.21 -0.17 -0.07 -0.42
C 1.51563 2.24431 -2.13647 -0.09 0.07 0.01 0.87
C 1.65729 2.95769 -3.31816 0.08 -0.09 0.00 -0.28
C 2.76717 3.76721 -3.51924 -0.05 -0.02 -0.06 -0.86
C 3.73909 3.84383 -2.53482 0.03 0.00 0.09 -0.72
C 3.60049 3.11944 -1.35699 -0.11 -0.11 -0.07 -0.84
C -1.33285 1.55411 2.92984 0.06 -0.07 0.31 1.24
C -2.27420 0.74044 3.55132 0.02 0.00 0.17 -0.49
C -3.43993 1.27920 4.08499 0.07 -0.01 0.02 -0.52
C -3.68379 2.64088 3.99986 0.03 -0.03 -0.01 -0.82
C -2.75225 3.46103 3.37515 0.06 0.03 -0.01 -0.72
C -1.58591 2.92021 2.85455 0.00 0.08 -0.02 -0.61
C 1.30547 1.50863 3.78931 -0.11 -0.16 0.15 1.20
C 1.82426 0.59103 4.69661 0.05 -0.05 0.05 -0.58
C 2.43731 1.01134 5.87235 -0.01 -0.06 -0.05 -0.79
C 2.54532 2.36189 6.15556 -0.01 0.00 -0.06 -0.57
C 2.04333 3.28675 5.25031 0.01 0.06 -0.06 -1.14
C 1.42928 2.86351 4.08080 0.01 0.09 0.09 0.13
H 4.40815 0.16511 1.99738 0.03 0.02 -0.02 0.37
H 6.02948 1.29160 3.52639 -0.03 -0.02 -0.01 0.39
H 5.92241 3.73800 3.84792 -0.01 0.00 0.01 0.32
H 4.17136 5.05572 2.69956 -0.01 -0.01 -0.02 0.43
H 2.55323 3.91517 1.20393 0.02 0.05 -0.02 0.56
H 0.65454 1.60819 -1.98016 -0.05 -0.14 -0.02 -0.88
H 0.90332 2.86356 -4.08905 0.18 -0.09 -0.01 0.53
H 2.88180 4.32035 -4.44479 -0.02 0.00 0.01 0.37
H 4.61801 4.46134 -2.68550 0.00 -0.02 0.01 0.41
H 4.39015 3.16459 -0.62315 0.08 -0.01 0.10 0.43
H -2.09839 -0.32717 3.59627 0.01 0.01 0.02 0.21
H -4.16183 0.62279 4.55749 0.01 0.00 -0.05 0.41
H -4.59397 3.06251 4.41196 0.01 0.00 -0.02 0.33
H -2.94201 4.52443 3.27685 0.02 -0.01 0.02 0.42
H -0.87999 3.57038 2.35182 0.02 -0.01 -0.05 0.55
H 1.73298 -0.46553 4.47469 0.02 0.00 0.02 0.23
H 2.82558 0.27905 6.57047 0.00 -0.02 -0.04 0.41
H 3.02737 2.69445 7.06698 -0.01 0.01 0.02 0.35
H 2.13566 4.34746 5.45452 -0.01 0.00 -0.03 0.39
H 1.05333 3.60232 3.38726 -0.04 0.02 0.02 0.48
C -3.12271 2.99031 0.04844 0.04 -0.10 -0.04 -0.77
N -2.74862 1.60078 0.18055 -0.10 -0.17 -0.08 0.93
C -3.53848 0.83281 0.81434 0.01 0.19 -0.29 -0.66
C -3.38015 -0.58205 1.07570 -0.01 0.06 -0.15 -0.15
C -4.36024 -1.34571 1.70649 -0.01 0.04 -0.09 -0.65
C -3.87888 -2.66277 1.77261 0.20 0.05 -0.15 -1.77
C -2.61972 -2.63900 1.17726 -0.21 -0.19 0.19 -0.26
N -2.31825 -1.39718 0.74198 0.88 0.69 0.60 0.99
C -3.03337 3.45972 -1.38369 0.07 0.03 -0.03 -0.12
C -4.08325 4.12854 -1.99985 0.04 0.01 -0.04 -0.72
C -3.95230 4.60908 -3.29998 0.09 0.00 -0.03 -0.59
C -2.76627 4.41505 -3.99478 -0.06 -0.04 0.08 -0.91
C -1.71391 3.73572 -3.38616 -0.01 -0.01 -0.05 0.15
C -1.84443 3.26390 -2.08989 -0.05 -0.11 0.10 1.10
H -2.40464 3.58812 0.62294 -0.08 -0.05 -0.03 0.00
H -4.12246 3.20700 0.46015 -0.04 -0.02 -0.01 0.39
H -4.47470 1.24015 1.23302 -0.03 -0.05 0.03 0.08
H -5.31323 -0.97100 2.06006 0.07 0.01 -0.06 0.51
H -4.37419 -3.52888 2.18707 0.03 0.02 -0.04 0.43
H -1.91512 -3.44207 1.03931 0.08 0.08 0.02 0.09
H -5.01361 4.27624 -1.46070 0.02 -0.01 0.01 0.34
H -4.77607 5.13648 -3.76854 0.00 -0.03 0.00 0.35
H -2.66081 4.78205 -5.00919 -0.01 0.00 0.01 0.38
H -0.78623 3.57310 -3.92571 -0.32 0.09 0.10 0.04
H -1.03961 2.72214 -1.59648 -0.15 0.09 -0.07 -0.35
C 3.08812 -3.20594 1.77183 -0.09 -0.07 0.03 -0.98
C 2.37031 -4.45651 1.26103 -0.11 0.27 0.02 0.34
C 1.16153 -4.77365 2.14955 0.08 0.03 0.02 -1.43
C 2.01271 -4.43147 -0.22358 0.11 -0.05 -0.03 -0.09
C 2.91811 -5.01532 -1.10528 0.01 0.02 -0.02 -0.33
C 2.59057 -5.32305 -2.41910 -0.03 -0.01 0.08 -1.25
C 1.25410 -5.19343 -2.78406 0.02 0.02 -0.02 -0.49
C 0.31821 -4.60553 -1.94548 -0.11 -0.02 -0.02 0.09
C -1.15655 -4.88607 -2.23047 0.02 0.08 0.25 0.04
C -2.07250 -3.68967 -2.44111 0.06 0.00 -0.09 -1.19
C -1.71155 -5.76920 -1.10020 0.07 -0.04 -0.05 -1.44
C 0.74539 -3.99078 -0.71595 -0.06 -0.05 -0.06 0.74
O -0.04145 -3.21905 -0.02647 -0.34 -0.05 0.11 0.07
H 3.36932 -3.33575 2.82611 0.00 -0.01 -0.06 0.46
H 2.43932 -2.33407 1.69300 0.10 -0.08 0.02 -0.15
H 3.98865 -3.00247 1.18739 -0.03 0.00 0.03 0.35
H 3.06943 -5.29428 1.36343 0.03 -0.06 -0.01 0.57
H 0.45495 -3.94485 2.13647 0.00 -0.08 0.01 0.02
H 1.48741 -4.94127 3.18282 0.00 -0.01 -0.05 0.43
H 0.64207 -5.66927 1.79757 -0.01 0.01 0.00 0.35
H 3.90749 -5.26931 -0.72941 -0.02 0.01 0.01 0.38
H 3.32136 -5.74754 -3.09807 -0.01 0.00 0.02 0.30
H 0.91725 -5.60408 -3.73396 -0.02 0.03 0.02 0.30
H -1.17525 -5.48327 -3.14876 0.03 -0.03 -0.04 0.66
H -2.04859 -3.02916 -1.57716 0.00 0.03 0.02 0.15
H -3.10480 -4.02679 -2.59690 0.04 0.02 0.02 0.55
H -1.76699 -3.12098 -3.31908 0.00 0.02 0.00 0.12
H -1.73730 -5.19958 -0.16986 0.00 -0.04 -0.02 0.09
H -1.07282 -6.64373 -0.94826 -0.04 0.00 0.01 0.34
H -2.72883 -6.11041 -1.32535 0.04 0.05 0.00 0.45
C -3.33593 -0.63806 -2.51665 0.08 0.08 -0.02 -1.12
C -2.15505 -0.57345 -3.44461 -0.04 0.08 0.03 0.72
C -2.36323 -0.46252 -4.80819 -0.07 0.07 -0.02 -0.65
C -1.31538 -0.53495 -5.71653 0.04 -0.08 0.05 -0.95
C -0.03679 -0.80798 -5.23850 -0.03 0.06 -0.06 -0.92
C 0.23422 -0.91929 -3.88643 -0.04 0.22 0.22 1.05
C 1.59169 -1.34981 -3.43000 -0.02 0.05 0.02 -1.15
C -0.82111 -0.68468 -2.93350 -0.23 -0.32 0.22 0.52
N -0.60959 -0.65401 -1.61341 1.36 0.16 -0.22 0.47
H -4.06835 -1.35160 -2.90537 0.01 0.02 0.02 0.41
H -3.82576 0.33094 -2.42932 -0.04 0.16 0.05 0.48
H -3.03407 -0.94689 -1.51896 -0.04 0.02 -0.06 -0.60
H -3.38070 -0.33632 -5.16737 0.00 -0.01 0.00 0.41
H -1.49778 -0.43740 -6.78085 0.00 0.00 0.01 0.36
H 0.77893 -0.95671 -5.93991 0.01 0.00 0.02 0.44
H 2.36813 -1.01518 -4.12227 -0.03 -0.02 -0.02 0.50
H 1.63404 -2.44102 -3.36050 0.01 -0.02 0.01 0.06
H 1.82314 -0.97639 -2.43973 0.01 0.10 0.10 -0.37
```
Forces are in eV/Å.

(2)
A cluster of 4 separate species, C57H59BBr2FIN8O11P in total. Source: the OMol25 dataset; level of theory: wB97M-V/def2-TZVPD.

Results
**Max |F|**: 0.014 hartree/bohr
**Net charge**: +1
**DFT total energy**: -255372.4434 eV
**LUMO**: -2.79 eV
**HOMO-LUMO gap**: 0.30344 Ha

The geometry in XYZ format:
```
141
Properties=species:S:1:pos:R:3:forces:R:3:mulliken_charge:R:1
C 4.12008 1.93473 -3.58916 0.21 -0.06 0.04 -1.20
C 4.15278 2.33007 -2.11077 0.25 -0.03 -0.12 -1.31
C 3.01334 3.26782 -1.74222 -0.22 0.05 -0.03 0.24
F 2.12563 3.38728 -2.77738 -0.03 0.01 0.00 -0.23
N 2.21970 2.95148 -0.44545 0.11 0.21 -0.04 1.07
C 3.04600 3.69680 0.68784 0.06 -0.39 -0.27 -1.23
Br 2.63068 5.58388 0.51926 -0.15 0.21 0.05 0.12
C 4.61356 3.73538 0.75828 -0.17 0.21 0.02 0.13
C 4.99445 4.63529 1.96367 0.21 -0.12 0.05 -1.38
Br 5.65965 2.10228 0.98279 -0.15 -0.12 -0.09 -0.06
C 1.87513 1.50537 -0.01938 0.07 -0.28 0.39 -1.08
N 2.95949 0.75464 0.51798 -0.03 0.06 0.07 0.20
C 1.13975 0.66783 -1.12364 -0.06 -0.26 0.13 0.21
C 1.99768 -0.40979 -1.80478 -0.01 -0.08 0.09 -1.99
C 1.51358 -1.24923 -3.06573 0.08 -0.10 0.17 0.19
N 1.45244 -2.67649 -2.72367 0.09 -0.08 -0.16 -0.60
N 0.24026 -0.81061 -3.61135 0.00 0.22 0.01 -0.10
N 2.57373 -1.17020 -4.06131 -0.17 -0.18 -0.15 -0.61
O 0.22188 -0.00660 -0.18376 -0.24 0.22 -0.40 0.28
N -0.58754 -1.01125 -0.75394 0.24 0.10 0.39 0.00
O -1.28131 -1.44036 0.07760 -0.19 -0.19 -0.30 -0.37
O 0.52431 1.47019 -2.03524 0.31 0.20 0.19 0.40
C -0.13137 2.65740 -1.57053 -0.23 0.16 -0.06 0.11
C -1.54927 2.27483 -1.05021 -0.05 0.00 -0.33 -0.90
C -2.34093 1.48891 -2.11948 -0.13 0.08 0.22 -0.79
C -3.44926 0.62537 -1.49498 0.04 0.03 0.03 -1.04
I -5.42314 1.27110 -1.99775 -0.06 0.05 -0.02 0.02
B -0.46272 3.57183 -2.85598 0.15 -0.15 -0.18 0.97
N -0.37884 3.07412 -4.21158 -0.24 0.69 0.09 -0.50
O -0.95490 4.80828 -2.50527 0.19 -0.25 0.09 -0.74
C 0.75609 3.54507 -0.57251 0.19 -0.12 -0.09 -1.45
P -0.36636 3.92573 1.00682 0.13 -0.01 -0.11 -0.14
N -0.51467 5.60341 0.82479 -0.18 -0.22 0.27 -0.45
O 0.64991 3.85910 2.31321 0.25 -0.09 -0.20 -0.72
H 3.17343 1.48319 -3.86887 -0.02 0.01 0.00 -0.04
H 4.30662 2.79603 -4.23220 -0.10 -0.01 0.03 0.43
H 4.91368 1.21008 -3.77476 -0.08 0.00 0.01 0.46
H 5.08631 2.87054 -1.93841 -0.05 -0.04 0.09 0.46
H 4.19382 1.46380 -1.45572 -0.12 0.00 -0.03 0.72
H 3.35921 4.28509 -1.57307 0.02 -0.03 0.06 0.87
H 2.63875 3.33052 1.62236 -0.12 0.17 0.02 1.00
H 4.99451 4.17947 -0.15768 0.03 -0.07 0.01 0.46
H 5.21749 5.64734 1.63266 -0.13 -0.02 0.06 0.40
H 5.88412 4.23992 2.44683 -0.03 0.04 -0.05 0.47
H 4.20270 4.66901 2.71361 0.03 0.00 -0.04 0.33
H 1.11147 1.70798 0.74278 0.04 0.11 -0.14 -0.64
H 2.63678 -0.19771 0.65718 0.13 -0.02 -0.09 0.48
H 3.23549 1.08322 1.43526 0.06 0.03 0.02 0.52
H 2.97621 0.00091 -2.03729 -0.13 0.06 -0.18 0.42
H 2.19168 -1.15947 -1.03523 0.09 0.13 -0.03 0.95
H 1.03020 -2.84406 -1.81969 -0.09 0.02 -0.02 0.22
H 2.38943 -3.06406 -2.70656 0.04 0.03 0.13 0.31
H 0.25802 -0.93410 -4.61512 -0.05 -0.15 -0.02 0.30
H -0.51229 -1.37867 -3.24630 -0.03 0.00 0.01 0.29
H 2.46485 -1.98134 -4.66954 0.10 0.07 -0.11 0.03
H 2.42159 -0.37596 -4.67399 0.06 0.14 0.13 0.34
H -2.10602 3.19779 -0.85867 0.06 -0.10 0.21 0.95
H -1.51044 1.71767 -0.11375 0.05 0.00 -0.04 -0.06
H -2.81176 2.21073 -2.79168 0.19 -0.10 -0.13 0.73
H -1.67168 0.86901 -2.71724 0.01 -0.01 0.01 -0.12
H -3.40491 -0.41053 -1.82008 0.01 0.04 0.02 0.54
H -3.43911 0.65261 -0.40700 0.08 -0.05 -0.04 0.24
H -1.09344 3.47020 -4.81308 0.11 0.10 -0.08 0.18
H 0.50849 3.17407 -4.68612 0.10 -0.53 0.11 0.21
H -0.89518 5.46062 -3.20900 -0.31 -0.04 -0.13 0.28
H 0.90958 4.49071 -1.08054 -0.15 0.10 0.27 1.53
H -0.06510 6.13448 1.56156 0.16 0.08 -0.13 0.25
H -1.49166 5.86657 0.78163 0.00 0.02 -0.03 0.31
H 0.44004 3.08291 2.84715 -0.17 0.07 0.17 0.36
C 3.38599 -2.30536 -10.90517 0.00 0.00 0.02 -0.54
C 3.03638 -3.31842 -11.79109 -0.01 -0.02 0.00 -0.49
C 2.36755 -4.44184 -11.33492 0.01 0.03 -0.03 -0.57
C 2.04976 -4.56008 -9.98779 -0.02 -0.03 0.00 0.20
C 2.40901 -3.54815 -9.09587 0.02 -0.01 0.04 0.16
C 3.07415 -2.41953 -9.56129 0.02 0.02 -0.03 -0.45
C 2.10814 -3.66176 -7.64250 -0.06 -0.10 0.00 0.41
O 2.41543 -2.77857 -6.86486 0.02 0.13 0.09 -0.70
C 1.42067 -4.89578 -7.16868 -0.01 0.03 -0.01 0.18
C 1.14850 -5.04040 -5.81220 -0.01 0.00 0.00 -0.42
C 0.49932 -6.17408 -5.35463 0.00 0.01 0.00 -0.64
C 0.11336 -7.16702 -6.24825 0.00 0.00 -0.01 -0.49
C 0.37931 -7.02794 -7.59993 -0.01 -0.02 0.03 -0.74
C 1.03523 -5.89476 -8.06441 0.02 -0.01 -0.03 0.49
C 1.31845 -5.77641 -9.52534 0.01 0.05 0.04 0.48
O 0.96740 -6.63293 -10.30483 0.00 -0.02 -0.01 -0.65
H 3.90559 -1.42751 -11.26599 0.00 0.00 0.00 0.40
H 3.28738 -3.23013 -12.83982 0.00 0.01 0.00 0.40
H 2.08348 -5.23895 -12.00818 -0.01 -0.01 0.01 0.48
H 3.34250 -1.64474 -8.85638 0.00 -0.01 0.01 0.46
H 1.44274 -4.25671 -5.12695 -0.03 0.00 0.01 0.62
H 0.28998 -6.28504 -4.29872 0.00 0.01 0.00 0.45
H -0.39744 -8.05033 -5.88823 0.00 0.00 0.00 0.39
H 0.08630 -7.78747 -8.31172 0.01 0.01 -0.01 0.49
C 1.86368 -4.49593 8.16572 -0.02 0.00 -0.01 -0.54
C 3.03253 -3.78151 7.92900 0.01 0.01 -0.01 -0.54
C 3.04354 -2.75300 7.00198 0.01 -0.02 0.03 -0.58
C 1.88468 -2.43836 6.30226 0.01 0.05 -0.02 0.15
C 0.71272 -3.16404 6.53131 -0.02 0.00 -0.02 0.15
C 0.70658 -4.18925 7.46918 0.02 -0.02 0.02 -0.53
C -0.54083 -2.87140 5.77916 0.04 0.01 0.04 0.65
O -1.56305 -3.48723 5.98633 -0.04 0.02 -0.02 -0.66
C -0.49248 -1.78457 4.75421 0.01 -0.03 0.00 -0.16
C -1.63020 -1.51644 3.99873 0.00 0.05 -0.05 -0.68
C -1.61257 -0.50414 3.05798 -0.04 0.09 0.06 -1.17
C -0.45956 0.25262 2.87752 0.01 0.09 0.05 1.16
C 0.67647 -0.01123 3.61850 -0.08 0.03 -0.03 -0.59
C 0.66782 -1.03897 4.55544 0.04 -0.01 0.02 -0.20
C 1.91755 -1.31846 5.32309 -0.08 -0.07 0.03 0.85
O 2.91695 -0.65490 5.14174 0.05 0.02 -0.05 -0.70
H 1.85716 -5.29512 8.89494 0.00 0.00 0.00 0.41
H 3.93579 -4.02784 8.47115 0.00 0.00 0.01 0.41
H 3.94111 -2.18166 6.80898 -0.01 0.01 0.00 0.48
H -0.21093 -4.73603 7.63778 0.00 0.00 -0.02 0.49
H -2.52010 -2.10935 4.15564 0.03 -0.03 0.04 0.66
H -2.49664 -0.29293 2.47174 -0.03 0.00 0.04 0.65
H -0.45704 1.04805 2.14072 -0.08 -0.04 -0.03 -0.44
H 1.58596 0.56409 3.49720 0.05 -0.01 0.01 0.56
C -6.91524 4.36263 4.67881 0.01 -0.01 0.00 -0.54
C -7.45436 4.69624 5.91664 0.00 -0.01 0.02 -0.48
C -7.33256 3.82451 6.98514 -0.01 0.04 -0.02 -0.61
C -6.67654 2.61078 6.81900 0.01 -0.02 0.04 0.28
C -6.14375 2.27084 5.57509 0.00 -0.03 -0.01 0.21
C -6.26152 3.15445 4.50816 -0.02 0.03 -0.02 -0.59
C -5.45704 0.96420 5.35853 -0.02 0.05 0.04 0.50
O -4.97219 0.68484 4.28062 0.07 -0.06 -0.03 -0.68
C -5.38871 0.02237 6.51172 0.00 0.02 -0.04 0.11
C -4.80511 -1.22562 6.33178 0.05 -0.07 0.02 -0.42
C -4.71535 -2.11266 7.39089 0.02 -0.01 -0.01 -0.53
C -5.20715 -1.75431 8.64106 -0.01 0.02 0.00 -0.54
C -5.79512 -0.51440 8.82808 0.02 -0.04 0.00 -0.62
C -5.89295 0.37555 7.76525 -0.02 0.02 0.01 0.45
C -6.55063 1.69479 7.99172 0.01 0.00 -0.06 0.52
O -6.97032 2.01235 9.08201 -0.01 0.00 0.02 -0.66
H -7.01156 5.04687 3.84587 -0.01 0.00 0.00 0.40
H -7.97183 5.63771 6.04581 0.00 0.00 0.00 0.41
H -7.74143 4.06540 7.95683 0.01 -0.01 0.01 0.49
H -5.84177 2.87312 3.55193 -0.01 -0.02 0.00 0.55
H -4.42635 -1.49427 5.35598 -0.02 0.05 -0.02 0.43
H -4.25786 -3.08172 7.24002 0.02 0.01 0.01 0.44
H -5.13394 -2.44619 9.46978 0.00 0.00 0.00 0.41
H -6.18773 -0.21813 9.79118 -0.01 0.01 -0.01 0.49
```
Forces are in eV/Å.

- The highest DFT total energy belongs to which entry?
  C57H57IrN3OP2S2

- The lowest max |F| belongs to which entry?
  C57H59BBr2FIN8O11P

- The highest net charge belongs to which entry?
  C57H59BBr2FIN8O11P

- What is the net charge in the second record?
  +1